19
Properties=species:S:1:pos:R:3:lowdin_charge:R:1 method="wB97M-V/def2-TZVPD" energy_ev=-9928.697 gap_ev=9.648 lumo_ev=0.8 largest_force_ev_per_a=5.19 relative_energy_kcal_mol=225.0
O -1.20 -0.25 0.99 -0.184
N 2.19 -0.99 1.18 -0.035
C 1.55 0.33 0.49 -0.105
C 0.37 0.21 -0.62 -0.363
C 0.09 0.66 0.79 -0.217
C 0.20 -1.25 -0.87 -0.122
C -0.90 0.93 -1.42 -0.031
C -1.88 0.69 -0.02 -0.197
H -2.90 0.16 -0.07 0.112
H 1.78 -1.84 1.54 0.033
H -0.95 2.10 -1.32 0.115
H 0.93 -1.46 -1.82 0.135
H 0.32 -2.13 -0.10 0.094
H 2.39 0.99 0.96 0.144
H -2.21 1.72 0.64 0.153
H -1.48 0.57 -2.28 0.087
H 2.89 -0.65 1.99 0.108
H -0.18 1.73 0.89 0.130
H -1.03 -1.54 -0.97 0.143